[1]
A 11-piece molecular cluster, C40H54BN10 overall in a non-equilibrium geometry, computed with ωB97M-V/def2-TZVPD.

The strongest force on any atom is 18.922 eV/A. As for the LUMO energy: 2.48 eV. The value obtained for the relative energy (zero: lowest compared OMol25 entry of this formula, charge and spin) is 493.4 kJ/mol. As for the charge: -1. The total energy is -2128.1219 a.u.

Structure (XYZ):
```
105
C40H54BN10, DFT ωB97M-V/def2-TZVPD
B 0.9762 0.3258 -0.0453
H 0.1372 1.1448 -0.3543
H 1.2472 0.3268 1.1757
H 0.5132 -0.9002 -0.1933
H 2.0272 0.3718 -0.7983
N 4.6832 0.1528 -4.2483
C 5.3592 -0.8182 -4.9933
C 4.4552 -2.1572 -4.8903
C 3.1422 -1.6192 -4.3063
C 3.4172 -0.1972 -3.6983
H 5.0582 1.0948 -3.8213
H 6.2892 -0.8192 -5.6083
H 4.6622 -2.9722 -5.2023
H 2.3212 -2.2082 -3.9723
H 2.8462 0.5418 -3.0483
N -3.0018 -2.4012 2.0117
C -2.6938 -2.2112 0.6607
C -3.3728 -3.3402 -0.1303
C -3.9438 -4.2492 0.9037
C -3.6138 -3.6732 2.2367
H -2.6558 -1.7992 2.6897
H -2.2718 -1.0812 0.3317
H -3.4608 -3.6182 -1.1503
H -4.3698 -5.1952 0.7667
H -3.8308 -4.0402 3.3187
N -1.5578 3.9108 -0.3033
C -1.1568 4.2078 -1.6463
C -1.3548 5.6348 -1.9283
C -1.8828 6.2148 -0.5813
C -2.0818 5.0298 0.4137
H -1.5028 3.0408 0.0827
H -0.8518 3.4648 -2.2653
H -1.1748 6.2188 -2.6403
H -2.2958 7.1098 -0.3203
H -2.3898 4.8768 1.3117
N 3.2252 -2.1262 0.0487
C 4.1322 -2.2442 1.0187
C 4.8712 -3.5372 0.7327
C 4.3872 -4.0672 -0.6553
C 3.3742 -2.9592 -1.0643
H 2.3302 -1.4102 0.1017
H 4.0002 -1.7772 1.8597
H 5.8312 -4.1132 1.3307
H 4.5342 -4.9822 -1.2793
H 2.5992 -3.0942 -1.7253
N -4.4098 -0.9722 -2.6903
C -3.1388 -1.4722 -2.6453
C -2.2328 -0.4962 -1.9803
C -3.1358 0.7938 -1.7943
C -4.5378 0.3818 -2.1923
H -5.2428 -1.3732 -3.1803
H -2.7828 -2.5362 -3.0443
H -1.0718 -0.4702 -1.5263
H -2.8118 1.5838 -1.3203
H -5.4548 0.8978 -2.1133
N 1.8062 4.1588 -2.3403
C 1.4242 2.8628 -2.8293
C 1.3272 3.0318 -4.3343
C 1.9342 4.4628 -4.6743
C 2.2202 5.0128 -3.2943
H 1.9512 4.3248 -1.4173
H 1.1942 2.1388 -2.0633
H 0.9842 2.2968 -5.0693
H 2.2692 4.6838 -5.6863
H 2.6342 5.9428 -3.0993
N -2.1288 -0.0322 4.0687
C -3.3038 -0.5172 4.5397
C -3.0568 -1.8592 5.1147
C -1.5598 -2.1942 4.7577
C -1.0348 -1.0142 4.0177
H -2.0508 0.9058 3.3947
H -4.1898 0.1178 4.4557
H -3.8588 -2.3912 5.6647
H -0.9178 -3.0532 4.8117
H -0.1488 -0.6382 3.5607
N 2.2382 1.6268 3.8367
C 1.3082 1.6248 4.8567
C 2.0492 1.6728 6.0927
C 3.4402 1.8818 5.7447
C 3.4752 1.8238 4.1847
H 1.8202 1.6958 2.7817
H 0.1782 1.3088 4.6977
H 1.6792 1.7848 6.9667
H 4.4912 1.8648 6.2477
H 4.3502 1.6718 3.5577
N -1.6668 2.0978 2.0627
C -1.8178 2.8798 3.2097
C -3.2448 2.8438 3.6557
C -3.9218 2.0728 2.5587
C -2.8098 1.5268 1.6167
H -0.8188 1.8548 1.7007
H -0.9868 3.1248 3.7507
H -3.5418 3.3828 4.4697
H -5.0638 2.0008 2.4567
H -2.8608 0.8588 0.8277
N 0.5712 -4.7042 -1.1633
C -0.1548 -3.6752 -1.5723
C -0.2708 -3.6682 -3.0893
C 0.6852 -4.8182 -3.4583
C 1.1872 -5.4402 -2.1473
H 0.6092 -4.8102 -0.0443
H -0.6798 -3.0992 -1.0023
H -0.7578 -2.8182 -3.7213
H 0.9342 -4.8842 -4.5053
H 1.9512 -6.3112 -1.7923
```

[2]
C40H54F3N4O4PSTi as an isolated structure in a non-equilibrium geometry, computed with ωB97M-V/def2-TZVPD.

The strongest force on any atom is 2.966 eV/A. As for the LUMO energy: -7.49 eV. The value obtained for the relative energy (zero: lowest compared OMol25 entry of this formula, charge and spin) is 67.6 kJ/mol. As for the charge: +2. The total energy is -3964.8054 a.u.

Structure (XYZ):
```
108
C40H54F3N4O4PSTi, DFT ωB97M-V/def2-TZVPD
Ti 0.2451 0.7919 1.5650
C 1.3609 5.1558 2.2076
C 1.9698 4.4254 0.9468
C 1.0380 4.3625 -0.2604
C 1.3258 5.1473 -1.4152
C 0.5429 5.0067 -2.5654
C -0.5625 4.1404 -2.5376
C -0.9056 3.4391 -1.4052
C -2.2930 2.8350 -1.3252
C -3.3923 3.8793 -1.0099
C -0.1075 3.5383 -0.2701
N -0.3856 2.6753 0.8830
C -1.3611 3.1005 1.6634
C -1.9012 2.2380 2.5766
C -2.8142 2.3422 3.6510
C -2.8545 1.0800 4.2701
C -1.9130 0.2395 3.6648
N -1.3679 0.9521 2.5936
H 2.0658 5.1046 3.0034
H 0.4547 4.6534 2.4652
H 1.1752 6.1891 1.9628
H 2.1739 3.4179 1.2757
H 2.9113 4.8954 0.6379
H 2.2211 5.7329 -1.4241
H 0.7714 5.5926 -3.4476
H -1.1678 4.1362 -3.3870
H -2.3459 2.0836 -0.5592
H -2.4752 2.3399 -2.2793
H -3.1639 4.5126 -0.2044
H -4.2711 3.3159 -0.8049
H -3.5930 4.4639 -1.8988
H -1.7570 4.0932 1.5008
H -3.3537 3.2246 3.9492
H -3.4765 0.7997 5.1278
H -1.6070 -0.7561 3.8865
O 0.0514 -0.5478 0.3883
P -0.2195 -1.8323 -0.5444
C 0.1094 -1.4628 -2.2623
C 1.5931 -1.0063 -2.5731
C 1.7510 -1.0972 -4.1035
C 0.4314 -0.6276 -4.8609
C -0.4349 0.3048 -3.9848
C -0.9753 -0.4754 -2.7934
C -1.9606 -2.3062 -0.2246
C -2.3438 -3.2422 -1.3650
C -3.8465 -3.3917 -1.4821
C -4.5417 -3.3126 -0.1297
C -4.1965 -1.9348 0.5407
C -2.9826 -1.2320 -0.0317
C 1.0596 -2.9539 0.0684
C 0.8733 -3.4131 1.5530
C 0.0676 -4.7111 1.7058
C 0.7088 -5.8088 0.8407
C 0.5228 -5.3666 -0.6091
C 1.3722 -4.1398 -0.8688
H -0.0088 -2.4170 -2.8499
H 2.3071 -1.7056 -2.1187
H 1.7470 -0.0174 -2.2836
H 2.0137 -2.1232 -4.4693
H 2.6308 -0.4693 -4.4336
H -0.2302 -1.4110 -5.2774
H 0.7064 -0.0978 -5.8045
H -1.2650 0.7698 -4.5336
H 0.0502 1.2171 -3.5985
H -1.9275 -0.9612 -3.1041
H -1.3296 0.1907 -2.0215
H -1.8701 -2.8968 0.7318
H -1.9029 -4.2163 -1.0749
H -1.9768 -2.9758 -2.3633
H -4.0657 -4.3699 -2.0042
H -4.2052 -2.5178 -2.0636
H -4.1857 -4.1372 0.5465
H -5.5899 -3.3919 -0.2721
H -4.0811 -2.0648 1.6586
H -5.0870 -1.3095 0.3622
H -2.6503 -0.4627 0.6592
H -3.2037 -0.6970 -0.9428
H 1.9198 -2.2640 0.0632
H 0.4404 -2.5494 2.0994
H 1.9241 -3.5787 1.9429
H -0.9778 -4.6026 1.5187
H 0.0378 -4.9492 2.7653
H 0.3060 -6.7863 1.1108
H 1.7774 -5.7755 1.0799
H -0.4996 -5.2719 -0.8428
H 0.8532 -6.1878 -1.3107
H 1.3429 -3.8964 -1.9410
H 2.4419 -4.4858 -0.7253
N 7.7392 0.1901 -0.6974
C 6.6381 0.3440 -0.4477
C 5.2418 0.4219 -0.1018
C 4.6757 -0.5756 0.7461
C 3.3369 -0.4280 1.0931
N 2.5666 0.6068 0.6761
C 3.1367 1.5171 -0.1101
C 4.4312 1.4845 -0.5401
H 5.2378 -1.3927 1.1282
H 2.8576 -1.2554 1.6605
H 2.5137 2.2731 -0.4440
H 4.7465 2.1443 -1.2861
F 0.1293 1.7580 5.3041
C 1.4255 1.5449 5.2719
F 1.7050 0.6123 6.1857
F 2.1069 2.6646 5.5669
S 1.9529 1.0569 3.6026
O 1.3700 2.1151 2.7062
O 3.3420 0.8869 3.7494
O 1.1795 -0.1487 3.1329
```